No. 1
C30H52BBr31ClNO13P2S2 | the ωB97M-V functional and the def2-TZVPD basis

Electronic energy in a.u.: -83965.605719
LUMO energy in eV: -0.58
Gap between HOMO and LUMO in eV: 8.40
E_HOMO in Ha: -0.330

ORCA input file:
```
! wB97M-V def2-TZVPD RIJCOSX def2/J DEFGRID3
* xyz 0 1
C -5.09189 -0.24170 -2.48520
C -3.79894 -1.10732 -2.20993
O -4.11738 -2.11122 -1.21893
P -2.81700 -3.08449 -0.78981
O -3.04213 -3.55125 0.65077
C -1.16443 -2.17931 -0.79738
C -1.06245 -1.33088 0.54583
C 0.17004 -0.31828 0.49830
Br 1.74680 -1.46183 0.16892
O -0.16450 0.62079 -0.49912
C 0.90720 1.23442 -1.22094
C 0.54645 2.78798 -1.34879
C -0.74980 3.11304 -2.16346
C -2.10504 2.80804 -1.41095
C -3.19102 3.80083 -2.05177
S -4.78624 3.79582 -1.09149
O -5.91196 3.27165 -1.92317
O -5.09423 5.22628 -0.74980
O -4.64045 2.97198 0.33592
P 1.12943 0.66932 -3.01903
O -0.34107 -0.08228 -3.52780
Cl 2.56624 -0.87161 -3.16623
C 0.29254 0.27098 1.99943
C 0.48396 1.85950 2.01580
C -0.88593 2.64418 1.94916
O -0.91291 -0.02218 2.65140
C -0.92162 -0.63885 3.92200
C -2.43106 -1.14278 4.01550
C -2.90239 -1.81804 5.31097
C -3.41202 -3.33103 5.16757
N -2.99310 -1.30833 6.49203
B -0.80092 0.58110 5.02662
O 0.42286 1.09182 5.52805
O -1.99445 1.23093 5.49255
S 0.34358 -1.92267 4.26289
C 0.05572 -2.85893 5.84324
O 0.47136 -2.97589 3.19474
O 1.73330 -1.36456 4.46284
O -2.65755 -4.48175 -1.71006
C -2.78508 -4.25826 -3.13411
C -1.50963 -3.64371 -3.81884
H -5.83402 -0.50980 -1.68146
H -4.84856 0.84446 -2.41838
H -5.53386 -0.54190 -3.46988
H -3.00362 -0.40216 -1.82092
H -3.37196 -1.55222 -3.14864
H -0.39104 -2.99367 -0.84235
H -1.15580 -1.54456 -1.71710
H -0.95410 -2.09898 1.34835
H -2.04171 -0.77279 0.59789
H 1.90725 1.24615 -0.69098
H 0.54700 3.30776 -0.36251
H 1.41332 3.22554 -1.93191
H -0.74022 4.22655 -2.33315
H -0.83631 2.66555 -3.20438
H -2.48211 1.77473 -1.65294
H -2.10212 3.03905 -0.32107
H -3.36422 3.61159 -3.13779
H -2.78032 4.83587 -1.89849
H -4.25251 3.61745 0.96060
H -1.03158 0.47457 -3.11909
H 1.26044 -0.12342 2.38485
H 0.90045 2.06098 3.04797
H 1.27167 2.20980 1.31282
H -1.21262 2.84196 3.01350
H -1.71686 2.04821 1.49041
H -0.77925 3.66811 1.48956
H -3.09726 -0.26148 3.79518
H -2.56750 -1.83171 3.13065
H -3.79582 -3.42835 4.10863
H -2.60877 -4.07435 5.37641
H -4.30572 -3.41606 5.83204
H -3.34441 -2.01694 7.14775
H 0.41483 2.02935 5.26716
H -1.99497 1.00758 6.44285
H -0.29243 -2.17057 6.65244
H -0.60707 -3.74231 5.69460
H 1.05893 -3.26219 6.15544
H -3.73598 -3.69581 -3.34864
H -2.93518 -5.28637 -3.59553
H -0.55496 -4.10709 -3.46415
H -1.58932 -3.88371 -4.91825
H -1.45380 -2.52428 -3.75768
C -7.27568 -1.67676 3.70073
Br -5.65654 -1.99541 2.68806
Br -8.64818 -2.97762 3.28631
Br -6.92641 -1.58074 5.60392
H -7.65494 -0.70645 3.39837
C 4.33263 -4.69688 0.43462
Br 3.17361 -4.32941 1.93999
Br 5.31350 -3.11953 -0.11916
Br 5.51584 -6.19114 0.77800
H 3.69488 -4.98192 -0.39596
C -0.24488 7.31307 -0.78169
Br -0.11137 6.74484 -2.62719
Br -2.07272 7.26265 -0.14380
Br 0.95579 6.28410 0.34252
H 0.08329 8.34640 -0.73595
C -0.80595 -7.82620 -1.63121
Br -0.35618 -9.70386 -1.48396
Br 0.49460 -6.70133 -0.74053
Br -1.07219 -7.29401 -3.47469
H -1.75235 -7.68366 -1.11972
C 5.15645 3.84556 0.86758
Br 3.63522 4.85358 1.52979
Br 4.87428 1.93253 0.98138
Br 5.64949 4.39210 -0.92297
H 5.99829 4.08073 1.51527
C -0.94540 4.38053 -6.27046
Br 0.08451 5.93643 -5.74231
Br -0.83576 4.07931 -8.17963
Br -0.45872 2.80302 -5.24919
H -1.98536 4.58877 -6.04080
C 1.35026 8.98808 -8.69109
Br -0.55622 8.71981 -8.49217
Br 2.19754 9.38624 -6.99547
Br 2.19510 7.49128 -9.58221
H 1.48583 9.85618 -9.32712
C 9.24725 -4.35655 1.28963
Br 9.44659 -3.13131 2.77530
Br 10.23062 -3.76372 -0.26935
Br 9.71471 -6.16951 1.78618
H 8.19500 -4.36197 1.01978
C 7.31194 -9.64710 -1.53395
Br 5.41076 -9.88521 -1.25167
Br 8.01747 -8.18935 -0.47194
Br 8.29415 -11.29004 -1.24029
H 7.44759 -9.37712 -2.57580
C 8.42660 6.83287 1.76362
Br 6.90126 7.82145 2.42995
Br 8.14761 4.91978 1.88513
Br 8.90814 7.37353 -0.03125
H 9.26759 7.07238 2.40555
*
```

Here are the Löwdin charges for atoms 1 to 6, given in e: -0.040 -0.290 -0.225 0.673 -0.339 -0.220

No. 2
C30H52BN5O7S | the ωB97M-V functional and the def2-TZVPD basis

Electronic energy in a.u.: -2397.863750
LUMO energy in eV: 0.26
Gap between HOMO and LUMO in eV: 8.77
E_HOMO in Ha: -0.313

ORCA input file:
```
! wB97M-V def2-TZVPD RIJCOSX def2/J DEFGRID3
* xyz 0 1
C 1.23689 2.21280 0.99994
B -0.14426 1.62977 0.50439
O -1.19884 1.69310 1.38858
C -0.29235 0.95508 -0.94930
C -1.05532 1.72729 -2.07047
C -2.29000 2.56471 -1.73835
N -1.95046 3.85548 -1.15011
N -3.26977 1.85899 -0.94706
N -2.96234 2.90965 -3.04329
N 1.04825 0.71268 -1.54808
C 1.42403 -0.61825 -1.53025
O 2.23975 -1.11908 -2.24598
C 0.52231 -1.28200 -0.48556
C 0.53306 -2.80781 -0.60373
C 1.76223 -3.36926 0.09312
C 2.93908 -3.67053 -0.58220
C 4.06035 -4.15138 0.09026
C 3.99412 -4.33221 1.47104
C 2.81837 -4.06834 2.16073
C 1.70706 -3.59107 1.47311
C -0.74851 -0.53137 -0.83433
N -1.95688 -0.77699 -0.03139
C -1.87011 -1.30571 1.04218
S -1.74281 -1.95919 2.45660
H 1.80636 2.70541 0.21161
H 1.85577 1.39255 1.37267
H 1.09858 2.90453 1.82347
H -1.12073 1.06222 2.11440
H -1.36160 0.98111 -2.80051
H -0.32242 2.35919 -2.56522
H -0.94470 3.90023 -1.04263
H -2.36328 3.92299 -0.22839
H -3.41025 0.92953 -1.31907
H -4.13362 2.36784 -1.08738
H -2.98683 2.07633 -3.62436
H -2.33679 3.54513 -3.53340
H 1.75584 1.41769 -1.42513
H 0.92856 -1.03205 0.49591
H 0.56224 -3.12521 -1.64269
H -0.32627 -3.25212 -0.10782
H 3.00562 -3.52314 -1.64806
H 4.97460 -4.35578 -0.43952
H 4.87433 -4.68300 1.99696
H 2.73572 -4.22729 3.22468
H 0.79665 -3.38891 2.02159
H -1.00268 -0.86336 -1.84304
C -4.18366 1.50144 2.45361
C -4.52908 1.76065 3.89470
C -4.81335 3.19645 4.27585
O -4.57975 0.87310 4.71679
H -4.00322 0.43776 2.31006
H -5.00229 1.80807 1.80466
H -3.28532 2.05073 2.17026
H -5.66132 3.57435 3.70244
H -3.93904 3.81646 4.07107
H -5.04819 3.25133 5.33663
C 6.19873 -2.63659 -4.91153
C 5.85440 -2.45932 -3.45144
C 5.44509 -1.07744 -3.00807
O 5.90342 -3.38259 -2.67345
H 6.47402 -3.67248 -5.09576
H 5.33834 -2.38033 -5.53139
H 7.03702 -1.99155 -5.17920
H 4.55214 -0.75978 -3.54688
H 6.25507 -0.37016 -3.19933
H 5.22451 -1.09161 -1.94364
C 7.33107 -7.48979 3.06390
C 7.65675 -6.19117 2.36740
C 9.10806 -5.93092 2.04736
O 6.79355 -5.39586 2.07807
H 6.25869 -7.55129 3.23333
H 7.64310 -8.33318 2.44629
H 7.84764 -7.53916 4.02365
H 9.49143 -6.71188 1.38907
H 9.69652 -5.91693 2.96604
H 9.20178 -4.96887 1.54956
C -7.70910 -0.77260 -0.24180
C -6.89686 0.03147 -1.22713
C -7.36402 0.03247 -2.66176
O -5.91437 0.64741 -0.88192
H -7.26697 -0.69033 0.74884
H -8.73317 -0.39776 -0.20772
H -7.72290 -1.82238 -0.53809
H -8.37387 0.44019 -2.72548
H -7.36431 -0.98505 -3.05554
H -6.69483 0.64635 -3.26047
C -2.79426 6.73447 0.28268
C -2.90480 8.23885 0.36684
C -3.03195 8.83819 1.74848
O -2.89216 8.93118 -0.62231
H -2.70988 6.43027 -0.75704
H -1.90824 6.39638 0.82429
H -3.68385 6.27194 0.71514
H -2.15840 8.58136 2.34974
H -3.92835 8.45751 2.24048
H -3.10276 9.92036 1.66881
*
```

Here are the Löwdin charges for atoms 1 to 6, given in e: 0.013 -0.459 0.099 -0.252 -0.055 -0.657

No. 3
C30H52Br2NO9 | the ωB97M-V functional and the def2-TZVPD basis

Electronic energy in a.u.: -7054.014889
ΔE to the lowest compared entry with this formula, charge and spin in kcal per mole: 0.0
LUMO energy in eV: -4.52
Gap between HOMO and LUMO in eV: 7.65
E_HOMO in Ha: -0.447

ORCA input file:
```
! wB97M-V def2-TZVPD RIJCOSX def2/J DEFGRID3
* xyz 1 1
C -2.81011 1.50404 2.77805
O -2.76269 0.10120 2.85696
C -3.93223 -0.55378 2.36941
C -3.64095 -1.71155 1.36802
C -2.14456 -1.94104 1.05158
C -1.91637 -2.53420 -0.37239
C -0.38505 -2.63093 -0.65204
C 0.14391 -1.57076 -1.66514
C 1.25929 -0.66501 -1.08037
C 2.30956 -0.23939 -2.12914
C 3.28403 0.83533 -1.55662
C 3.48932 2.03613 -2.52933
C 3.03488 3.41088 -1.99571
C 1.79384 3.41771 -1.10201
C 0.41518 3.10812 -1.65817
C -0.58059 2.99026 -0.70105
N -1.84932 2.76391 -1.01691
C -2.27901 2.63812 -2.28544
C -3.78257 2.42820 -2.45173
Br -4.33893 0.93807 -1.28703
C -4.24675 2.13505 -3.88313
C -3.66334 0.83870 -4.50136
Br -4.05266 3.70954 -5.05359
C -1.37790 2.70816 -3.29639
C -0.03336 2.95414 -2.97416
C 0.91798 3.05573 -4.15617
O 1.40149 4.06479 -4.59100
O 1.14771 1.86672 -4.81638
H -3.82384 1.92016 2.83821
H -2.24626 1.89100 3.63994
H -2.27406 1.88823 1.88411
H -4.66563 0.14813 1.94686
H -4.42873 -0.99321 3.24893
H -4.01090 -2.63612 1.83144
H -4.21994 -1.61043 0.43757
H -1.52838 -1.03737 1.10968
H -1.79109 -2.72728 1.73079
H -2.43039 -1.93939 -1.14069
H -2.32556 -3.55332 -0.39208
H -0.22225 -3.61668 -1.10840
H 0.17411 -2.63390 0.29126
H -0.71277 -0.97391 -2.02081
H 0.51050 -2.11145 -2.55076
H 0.75574 0.23090 -0.68279
H 1.76458 -1.24651 -0.30003
H 1.79767 0.09632 -3.04004
H 2.87547 -1.13661 -2.41632
H 4.25135 0.32177 -1.47549
H 3.00369 1.10111 -0.53162
H 4.56911 2.10913 -2.71903
H 3.06608 1.77141 -3.50234
H 2.90956 4.14427 -2.80192
H 3.87127 3.82027 -1.41123
H 1.72929 4.40852 -0.62084
H 1.96463 2.73656 -0.25393
H -0.34551 3.08236 0.35884
H -2.53186 2.70121 -0.26215
H -4.31902 3.30200 -2.06374
H -5.32822 1.98256 -3.82293
H -3.65027 0.91311 -5.59073
H -4.36006 0.02978 -4.24738
H -2.69644 0.56670 -4.06733
H -1.68579 2.59888 -4.32934
H 0.38524 1.29909 -4.62049
C 3.04544 5.68845 4.86718
C 2.18667 5.41180 3.65211
O 2.36533 4.06381 3.18348
C 1.69726 3.12622 3.85783
O 0.96276 3.30858 4.79103
O 1.99725 1.93965 3.31819
C 1.40305 0.82346 3.99021
H 4.08828 5.44349 4.66147
H 2.97746 6.73765 5.15383
H 2.73217 5.07921 5.71481
H 2.49058 6.06102 2.83161
H 1.13329 5.61073 3.85239
H 0.32715 0.95273 4.09470
H 1.86498 0.68583 4.96643
H 1.59403 -0.05737 3.38241
C 2.98057 -8.61394 0.48509
C 3.12808 -7.35860 1.31843
O 2.07940 -6.41851 1.03430
C 0.91319 -6.66845 1.62730
O 0.67272 -7.58087 2.37086
O 0.04201 -5.73024 1.23674
C -1.27927 -5.91978 1.74448
H 2.90903 -8.36311 -0.57443
H 3.83267 -9.27657 0.63585
H 2.07252 -9.15543 0.75031
H 4.06121 -6.85641 1.06717
H 3.15856 -7.58626 2.38392
H -1.27356 -6.03498 2.82683
H -1.74191 -6.78599 1.27264
H -1.85305 -5.03156 1.48884
*
```

Here are the Löwdin charges for atoms 1 to 6, given in e: -0.111 -0.195 -0.211 -0.166 -0.196 -0.203